{"formula": "C48H54AsBr2CuN5P", "method": "ωB97M-V with the def2-TZVPD basis set", "e_lumo_ha": [-0.0829, -0.1357], "e_above_lowest_kcal_mol": 4.3, "total_charge": 1, "mol_weight_g_mol": 1030.24, "largest_force_ev_per_a": 0.3, "multiplicity": 2, "e_homo_ev": [-10.036, -10.311], "energy_ha": -11500.82421, "elements": ["Cu", "Br", "C", "C", "C", "N", "C", "C", "C", "C", "C", "Br", "C", "C", "N", "H", "H", "H", "H", "H", "H", "N", "P", "C", "C", "C", "C", "C", "C", "C", "C", "C", "C", "C", "C", "C", "C", "C", "C", "C", "N", "H", "H", "H", "H", "H", "H", "H", "H", "H", "H", "H", "H", "H", "H", "H", "C", "As", "C", "C", "H", "H", "H", "H", "H", "H", "H", "H", "H", "C", "C", "C", "C", "C", "C", "C", "C", "N", "C", "C", "C", "C", "C", "C", "C", "C", "C", "C", "H", "H", "H", "H", "H", "H", "H", "H", "H", "H", "H", "H", "H", "H", "H", "H", "H", "H", "H", "H", "H", "H", "H", "H"], "xyz": [[-0.64, 0.25, 0.79], [-4.68, 4.41, 4.50], [-3.69, 3.22, 3.43], [-2.70, 2.44, 4.00], [-2.00, 1.59, 3.16], [-2.22, 1.49, 1.84], [-3.20, 2.24, 1.32], [-3.96, 3.12, 2.08], [-3.48, 2.06, -0.13], [-3.73, 3.16, -0.93], [-3.93, 2.94, -2.28], [-4.22, 4.40, -3.44], [-3.89, 1.65, -2.78], [-3.65, 0.62, -1.88], [-3.43, 0.80, -0.58], [-2.47, 2.48, 5.05], [-1.23, 0.95, 3.56], [-4.76, 3.69, 1.63], [-3.74, 4.16, -0.53], [-4.05, 1.45, -3.83], [-3.61, -0.41, -2.23], [0.61, -1.28, 3.19], [1.19, 0.11, 2.38], [1.69, 1.22, 3.72], [2.57, 0.82, 4.73], [2.91, 1.70, 5.74], [2.40, 2.99, 5.74], [1.55, 3.41, 4.73], [1.19, 2.52, 3.73], [2.81, -0.47, 1.78], [3.09, -1.81, 1.55], [4.32, -2.19, 1.04], [5.28, -1.24, 0.75], [5.02, 0.11, 0.98], [3.79, 0.49, 1.49], [-0.64, -1.86, 2.98], [-1.07, -2.92, 3.78], [-2.32, -3.46, 3.53], [-3.11, -2.93, 2.51], [-2.61, -1.88, 1.78], [-1.39, -1.36, 2.00], [1.13, -1.67, 3.96], [3.00, -0.17, 4.71], [3.59, 1.38, 6.52], [2.68, 3.68, 6.53], [1.17, 4.42, 4.73], [0.52, 2.84, 2.93], [2.34, -2.56, 1.77], [4.53, -3.24, 0.87], [6.25, -1.54, 0.35], [5.77, 0.85, 0.76], [3.60, 1.54, 1.69], [-0.44, -3.31, 4.57], [-2.68, -4.28, 4.13], [-4.10, -3.32, 2.30], [-3.17, -1.41, 0.98], [-4.31, -3.13, -3.17], [-2.72, -3.07, -2.01], [-1.48, -3.89, -3.30], [-3.15, -4.68, -0.97], [-4.49, -4.15, -3.52], [-4.17, -2.48, -4.03], [-5.18, -2.79, -2.61], [-1.94, -4.75, -3.77], [-0.57, -4.19, -2.79], [-1.22, -3.15, -4.06], [-3.13, -5.57, -1.59], [-4.15, -4.56, -0.55], [-2.45, -4.80, -0.14], [0.51, -4.66, -0.03], [1.11, -3.46, -0.69], [2.27, -3.56, -1.45], [2.84, -2.45, -2.07], [4.12, -2.57, -2.85], [2.23, -1.22, -1.95], [1.04, -1.06, -1.19], [0.51, -2.22, -0.58], [0.37, 0.10, -0.95], [0.67, 1.34, -1.67], [-0.41, 2.36, -1.28], [-0.20, 3.71, -1.97], [1.17, 4.27, -1.58], [2.25, 3.27, -1.99], [2.20, 3.04, -3.50], [0.81, 2.51, -3.90], [-0.26, 3.51, -3.49], [0.56, 1.17, -3.20], [2.02, 1.95, -1.26], [1.27, -5.39, 0.24], [-0.20, -5.17, -0.69], [-0.04, -4.38, 0.88], [2.76, -4.53, -1.55], [4.48, -3.60, -2.87], [4.91, -1.96, -2.40], [3.99, -2.24, -3.88], [2.71, -0.37, -2.41], [-0.41, -2.12, -0.02], [-0.39, 2.49, -0.19], [-1.38, 1.95, -1.55], [-0.99, 4.40, -1.65], [1.21, 4.46, -0.51], [1.33, 5.23, -2.08], [3.23, 3.66, -1.71], [2.97, 2.32, -3.80], [2.40, 3.97, -4.03], [0.78, 2.35, -4.98], [-1.25, 3.15, -3.78], [-0.11, 4.47, -4.00], [1.26, 0.42, -3.58], [-0.44, 0.80, -3.43], [2.00, 2.11, -0.17], [2.86, 1.27, -1.44]]}

---

{"formula": "C21H22AsCuOSSi", "method": "ωB97M-V with the def2-TZVPD basis set", "e_lumo_ha": 0.1860, "e_above_lowest_kcal_mol": 0.0, "total_charge": -2, "mol_weight_g_mol": 489.03, "largest_force_ev_per_a": 0.2, "e_homo_ev": -0.163, "energy_ha": -5452.69751, "elements": ["Cu", "C", "C", "C", "C", "C", "C", "As", "C", "C", "C", "C", "C", "C", "C", "C", "C", "C", "C", "C", "H", "H", "H", "H", "H", "H", "H", "H", "H", "H", "H", "H", "H", "S", "C", "Si", "C", "C", "O", "H", "H", "H", "H", "H", "H", "H", "H", "H"], "xyz": [[1.12, 0.44, -0.70], [-3.83, -6.04, 0.30], [-2.49, -5.67, 0.46], [-2.10, -4.36, 0.19], [-2.99, -3.36, -0.21], [-4.32, -3.77, -0.36], [-4.74, -5.07, -0.11], [-1.85, -1.33, -0.70], [-3.65, -0.72, -1.14], [-4.23, -0.65, -2.39], [-5.56, -0.25, -2.53], [-6.31, 0.08, -1.41], [-5.73, 0.02, -0.15], [-4.41, -0.37, 0.00], [-3.68, -0.49, 1.27], [-4.19, -0.19, 2.53], [-3.40, -0.33, 3.66], [-2.08, -0.77, 3.53], [-1.57, -1.07, 2.28], [-2.36, -0.94, 1.15], [-4.15, -7.05, 0.50], [-1.76, -6.41, 0.78], [-1.04, -4.11, 0.31], [-5.07, -3.04, -0.68], [-5.79, -5.34, -0.24], [-3.65, -0.90, -3.27], [-6.01, -0.20, -3.52], [-7.34, 0.39, -1.52], [-6.32, 0.29, 0.72], [-5.22, 0.16, 2.64], [-3.80, -0.10, 4.64], [-1.46, -0.86, 4.41], [-0.53, -1.38, 2.18], [-0.97, 0.93, -1.06], [3.50, 1.44, 2.11], [4.08, 0.61, 0.51], [5.31, -0.74, 1.04], [5.13, 1.91, -0.39], [2.92, 0.02, -0.39], [4.34, 1.83, 2.70], [2.94, 0.73, 2.72], [2.82, 2.27, 1.87], [6.13, -0.33, 1.64], [5.74, -1.23, 0.16], [4.79, -1.50, 1.63], [5.95, 2.29, 0.23], [4.50, 2.76, -0.69], [5.56, 1.48, -1.31]]}

---

{"formula": "C15H23NO3", "method": "ωB97M-V with the def2-TZVPD basis set", "e_lumo_ha": 0.0104, "e_above_lowest_kcal_mol": 352.8, "mol_weight_g_mol": 265.35, "largest_force_ev_per_a": 12.1, "e_homo_ev": -8.768, "energy_ha": -865.35890, "elements": ["C", "C", "N", "C", "C", "C", "H", "C", "H", "C", "H", "H", "O", "H", "H", "H", "H", "H", "C", "C", "O", "H", "C", "C", "C", "C", "O", "H", "H", "C", "H", "H", "H", "C", "H", "H", "H", "H", "H", "H", "H", "H"], "xyz": [[-0.66, -2.07, -0.52], [0.02, -0.74, -0.94], [-0.82, 0.29, -1.39], [-2.35, 0.09, -1.50], [-3.10, 0.45, -0.35], [-4.67, 0.80, -0.40], [-4.91, 1.81, -0.45], [-5.29, 0.37, 0.70], [-6.35, 0.04, 0.57], [-4.29, -0.85, 1.16], [-4.39, -0.87, 2.25], [-4.68, -1.60, 0.48], [-3.01, -0.51, 0.74], [-5.23, 1.19, 1.65], [-4.97, 0.30, -1.44], [-2.68, 1.50, 0.27], [-2.67, 0.60, -2.26], [-2.76, -0.96, -1.60], [1.33, -0.30, -0.84], [1.62, 1.01, -0.78], [0.87, 1.88, -1.36], [-0.65, 1.22, -1.32], [3.08, 1.43, -0.50], [3.63, 0.45, 0.68], [3.60, -0.85, -0.28], [2.30, -1.42, -0.49], [2.02, -2.83, -0.63], [4.29, -0.96, -0.94], [3.86, -1.78, 0.81], [5.19, 0.74, 0.81], [5.73, 0.83, -0.23], [5.58, 0.09, 1.34], [5.26, 1.84, 1.14], [2.90, 0.40, 1.80], [3.33, -0.18, 2.58], [3.00, 1.76, 2.22], [1.91, 0.25, 1.52], [3.66, 1.25, -1.22], [3.09, 2.41, -0.24], [-0.08, -2.59, -0.05], [-0.99, -2.63, -1.35], [-1.69, -1.86, 0.32]]}

---

{"formula": "C18H13NO6P", "method": "ωB97M-V with the def2-TZVPD basis set", "e_lumo_ha": 0.0640, "total_charge": -1, "mol_weight_g_mol": 370.28, "largest_force_ev_per_a": 1.0, "e_homo_ev": -4.448, "energy_ha": -1541.20180, "elements": ["C", "C", "C", "C", "C", "C", "P", "C", "O", "C", "C", "C", "O", "C", "C", "C", "C", "C", "C", "C", "C", "O", "H", "H", "H", "H", "H", "H", "H", "H", "H", "H", "H", "H", "H", "N", "O", "O", "O"], "xyz": [[-1.33, 2.79, 3.66], [-1.47, 2.14, 2.66], [-1.50, 1.07, 1.70], [-2.74, 0.56, 1.31], [-2.85, -0.48, 0.41], [-1.71, -1.06, -0.15], [-1.89, -2.36, -1.43], [-2.22, -3.84, -0.42], [-3.44, -2.06, -1.98], [-0.46, -0.57, 0.26], [-0.35, 0.49, 1.17], [1.02, 0.96, 1.52], [1.29, 1.54, 2.55], [2.11, 0.69, 0.53], [3.24, 1.49, 0.52], [4.24, 1.23, -0.39], [4.11, 0.20, -1.31], [2.99, -0.62, -1.32], [2.90, -1.74, -2.32], [1.99, -0.37, -0.37], [0.77, -1.20, -0.26], [0.76, -2.39, -0.57], [-1.10, 3.41, 4.49], [-3.64, 0.99, 1.72], [-3.82, -0.86, 0.11], [-2.82, -3.64, 0.46], [-1.26, -4.27, -0.16], [-2.75, -4.55, -1.06], [-3.45, -1.16, -2.31], [3.30, 2.29, 1.24], [5.12, 1.85, -0.38], [4.89, -0.01, -2.03], [3.74, -1.70, -3.01], [1.96, -1.67, -2.88], [2.89, -2.71, -1.83], [-2.12, 3.89, -0.03], [-0.90, 4.17, -0.06], [-2.54, 2.88, -0.64], [-2.91, 4.60, 0.61]]}